Model one:
C5H10NO | ωB97M-V with the def2-TZVPD basis set

The geometry in XYZ format:
```
17
Properties=species:S:1:pos:R:3
N 1.95251 1.42064 0.68256
C 1.62786 -0.07202 0.68458
C 0.75750 -0.46018 -0.25638
C -0.46027 -1.28406 0.04222
C -1.72732 -0.90355 -0.71752
C -1.96771 0.57040 -0.72316
O -1.18015 1.43986 -0.40995
H 2.59632 1.62139 1.45015
H 1.16545 2.06962 0.79081
H 2.42196 1.71838 -0.18370
H 2.10060 -0.56245 1.52822
H 0.99384 -0.36973 -1.34283
H -0.69970 -1.09492 1.07505
H -0.17420 -2.33989 -0.04200
H -2.50365 -1.32973 -0.05218
H -1.89166 -1.26815 -1.73122
H -3.01139 0.84440 -0.79466
```

Properties
Orbital gap   8.79 eV
HOMO energy   -13.07 eV
Charge   +1
SMILES   [NH3+]/C=C/CCC=O



Model two:
C5H10NO | ωB97M-V with the def2-TZVPD basis set

The geometry in XYZ format:
```
17
Properties=species:S:1:pos:R:3
C -0.64387 -2.07459 0.29974
C -0.18347 -0.64368 0.36737
C -1.23487 0.56968 0.49240
N -0.47265 0.37708 -0.76912
C 0.81070 1.23512 -0.86900
C 1.48322 0.85507 0.39565
O 1.09969 -0.47705 0.75362
H -0.03487 -2.64988 -0.30628
H -1.61084 -2.34083 -0.01076
H -0.46178 -2.38078 1.32051
H -2.30333 0.30566 0.42289
H -1.22478 1.46232 1.12661
H -0.96225 0.21034 -1.65272
H 0.74310 2.31966 -1.04583
H 1.26541 0.71317 -1.75673
H 2.56082 0.75974 0.14611
H 1.16976 1.75899 1.08555
```

Properties
Orbital gap   12.00 eV
HOMO energy   -15.15 eV
Charge   +1
SMILES   C[C@]12C[N@H+]1CCO2



Model three:
C5H10NO | ωB97M-V with the def2-TZVPD basis set

The geometry in XYZ format:
```
17
Properties=species:S:1:pos:R:3
N 1.85774 -1.04441 -2.00014
C 1.24540 -0.87520 -0.65520
C 0.66151 0.28473 -0.37646
C 0.53158 0.96374 0.96002
C -0.69860 0.49817 1.77108
C -1.90597 0.26873 0.92957
O -1.96684 0.21142 -0.27066
H 2.87012 -0.92691 -2.00106
H 1.41902 -0.36721 -2.62760
H 1.62491 -1.97485 -2.36049
H 1.38407 -1.70292 0.02069
H 0.27283 0.88247 -1.20366
H 0.39120 2.03292 0.83606
H 1.46003 0.82029 1.50146
H -0.93382 1.21829 2.55735
H -0.55786 -0.43561 2.32987
H -2.87279 0.25702 1.47272
```

Properties
Orbital gap   9.46 eV
HOMO energy   -13.14 eV
Charge   +1
SMILES   [NH3+]/C=C/CCC=O



Which structure is most stable? model three, by 73.9 kJ/mol over the runner-up.



Model one:
C5H10NO | ωB97M-V with the def2-TZVPD basis set

The geometry in XYZ format:
```
17
Properties=species:S:1:pos:R:3
C -0.09253 -0.89008 -0.18720
C -0.98707 -1.82144 -0.02972
C 1.82542 -0.94793 0.09812
C 1.00020 1.14083 0.23771
C -1.49235 1.13644 -0.03849
N -0.21897 0.52846 -0.45255
O 2.06634 0.38788 -0.17869
H -2.04336 -1.63523 -0.16226
H -0.70468 -2.82860 0.21803
H 1.93440 -1.24591 1.13594
H 2.28287 -1.60742 -0.62521
H 1.15240 2.17767 -0.06758
H 0.80464 1.06471 1.31940
H -1.73349 0.83124 0.97928
H -1.41736 2.22206 -0.07622
H -2.29036 0.81827 -0.70730
H -0.08609 0.66904 -1.46326
```

Properties
Orbital gap   11.86 eV
HOMO energy   -15.04 eV
Charge   +1



Model two:
C5H10NO | ωB97M-V with the def2-TZVPD basis set

The geometry in XYZ format:
```
17
Properties=species:S:1:pos:R:3
N 1.95642 -0.10894 0.33336
C 1.59145 0.35381 -1.15868
C 0.27686 0.81011 -1.05366
C -0.95827 0.03033 -1.08279
C -1.84080 0.05930 0.32124
C -1.25011 -0.87298 1.37488
O -0.08213 -0.66406 1.79591
H 2.55990 0.61808 0.83698
H 2.71422 -0.80549 0.27154
H 1.15803 -0.28789 0.98770
H 2.52655 0.92384 -1.42077
H 0.19483 1.87240 -0.75934
H -0.72042 -1.03919 -1.14034
H -1.57543 0.33922 -1.96129
H -2.82826 -0.44039 0.15391
H -2.03541 1.09122 0.69717
H -1.68743 -1.87937 1.80416
```

Properties
Orbital gap   7.61 eV
HOMO energy   -13.15 eV
Charge   +1
SMILES   [NH3+]/C=C\CCC=O



Which structure is most stable? model one, by 221.7 kJ/mol over the runner-up.



Model one:
C5H10NO | ωB97M-V with the def2-TZVPD basis set

The geometry in XYZ format:
```
17
Properties=species:S:1:pos:R:3
N 1.16301 1.46456 1.56380
C 1.32153 0.45515 0.37945
C 0.69819 -0.75988 0.53766
C 0.14768 -1.50432 -0.63093
C -1.09402 -0.80935 -1.30536
C -1.78324 0.47471 -0.75497
O -1.55947 0.93818 0.36288
H 1.54684 1.10938 2.46797
H 1.83041 2.23478 1.43874
H 0.37651 2.10687 1.48504
H 1.73270 0.84055 -0.50256
H 0.49618 -1.14978 1.50043
H 0.88520 -1.56099 -1.45268
H -0.00682 -2.48613 -0.19378
H -1.06375 -0.56686 -2.38907
H -1.94713 -1.47708 -1.22301
H -2.74381 0.69021 -1.28362
```

Properties
Orbital gap   9.67 eV
HOMO energy   -13.31 eV
Charge   +1
SMILES   [NH3+]/C=C/CCC=O



Model two:
C5H10NO | ωB97M-V with the def2-TZVPD basis set

The geometry in XYZ format:
```
17
Properties=species:S:1:pos:R:3
C 1.91661 -0.93141 0.15322
C 1.23607 0.50522 0.04348
N -0.14512 0.55586 -0.53255
C -1.19242 1.59635 -0.13838
C -2.07991 0.81060 0.45867
C -1.27924 -0.45483 0.32629
O -1.79266 -1.38257 -0.46008
H 1.81298 -1.54394 -0.84542
H 2.99243 -0.68532 0.24155
H 1.48134 -1.46486 0.98136
H 2.00121 1.16324 -0.56487
H 1.12327 1.10340 1.01302
H -0.03725 0.29949 -1.55282
H -1.14645 2.54583 -0.54371
H -3.10143 0.85814 0.71417
H -0.55866 -0.74165 1.16079
H -1.23074 -2.23354 -0.45472
```

Properties
Orbital gap   11.60 eV
HOMO energy   -15.25 eV
Charge   +1
SMILES   CC[N@@H+]1C=C[C@H]1O



Model three:
C5H10NO | ωB97M-V with the def2-TZVPD basis set

The geometry in XYZ format:
```
17
Properties=species:S:1:pos:R:3
O 1.18219 1.61139 1.87926
C 0.32585 0.78683 2.04481
C 0.56490 -0.63273 1.55496
C -0.47100 -0.83600 0.38673
C 0.11105 -0.24938 -0.86478
C -0.22695 1.06808 -1.25407
N 0.62784 -1.09268 -1.72728
H -0.57281 1.06170 2.62220
H 1.60036 -0.62693 1.22404
H 0.37541 -1.43141 2.26690
H -1.47736 -0.41471 0.42345
H -0.62622 -1.91165 0.29645
H 0.11144 1.63314 -2.11121
H -0.84821 1.65469 -0.59084
H -2.02498 2.28307 -1.87578
H 0.89319 -0.81946 -2.66668
H 0.45529 -2.08395 -1.60814
```

Properties
Orbital gap   5.71 eV
HOMO energy   -13.56 eV
Charge   +1



Which structure is most stable? model one, by 19.4 kJ/mol over the runner-up.



Model one:
C4H8OS2 | ωB97M-V with the def2-TZVPD basis set

The geometry in XYZ format:
```
15
Properties=species:S:1:pos:R:3
C -1.09019 0.14551 2.05767
O -0.28139 -0.64021 1.19607
C -0.88286 -0.86776 -0.08956
S -1.00663 0.58305 -1.10386
C 0.66553 0.94328 -1.56589
C 1.78486 0.00738 -1.14759
S 0.88986 2.24363 -2.56582
H -0.62052 0.13433 3.02968
H -1.18204 1.18819 1.68647
H -2.10734 -0.29245 2.10435
H -0.35540 -1.68837 -0.58595
H -1.94745 -1.08607 0.00251
H 2.77313 0.41202 -1.37675
H 1.66749 -0.99584 -1.57563
H 1.69296 -0.08671 -0.06570
```

Properties
Orbital gap   8.48 eV
HOMO energy   -8.59 eV
SMILES   COCSC(C)=S



Model two:
C4H8OS2 | ωB97M-V with the def2-TZVPD basis set

The geometry in XYZ format:
```
15
Properties=species:S:1:pos:R:3
C -0.08277 1.64905 1.54072
C 0.21080 0.43113 1.90131
C 0.50276 -0.84128 2.20116
H 0.38335 2.27482 0.71874
H -0.68097 2.19866 2.27083
H 1.21167 -0.98214 3.05084
H -0.22310 -1.66826 2.15782
C -1.46901 -0.69238 -1.17766
S -0.72882 0.47011 -2.22329
S 1.25092 0.44399 -1.48219
O 2.00333 -0.54575 -2.60715
H -1.38709 -1.71853 -1.69580
H -2.47177 -0.32795 -1.12362
H -0.93713 -0.62934 -0.27451
H 2.41783 -0.06212 -3.25718
```

Properties
Orbital gap   9.43 eV
HOMO energy   -8.84 eV
SMILES   C=C=C.CSSO



Which structure is most stable? model one, by 198.8 kJ/mol over the runner-up.